Formula: C26H56N4O18S3
Source: the OMol25 dataset
Level of theory: ωB97M-V/def2-TZVPD

The LUMO energy (spin up / spin down) comes out at -0.0826 / -0.3064 Eh. As for the net charge: +1. Its multiplicity is 2. For the electronic energy, the calculation gives -103177.6876 eV. Its gap between HOMO and LUMO (spin up / spin down) is 9.22 / 3.05 eV.

Each line ends with the Löwdin spin population.
CARTESIAN COORDINATES (ANGSTROEM)
C 6.20407 2.15486 -4.70510  0.00
O 14.37572 -1.91183 -3.35768  0.00
H 10.90265 3.12859 -4.87200  0.00
C 9.78666 0.20296 -5.87596  0.00
C 13.24582 -1.08602 -8.91133  0.00
H 10.33916 1.11935 -1.59189  0.00
H 13.71886 -5.08116 -4.39072  0.00
H 7.11611 -1.50915 -10.45796  0.00
H 9.21087 -1.88128 -5.49763  0.00
C 9.99957 7.25119 -3.98509  0.00
H 9.21617 0.97828 -5.36457  0.00
H 8.36177 0.65270 -8.17406  0.00
H 5.57448 -1.41849 -6.86129  0.00
H 4.71712 -3.86811 -3.91048  0.00
O 10.14298 0.56137 -7.18739  0.00
H 7.28042 -1.66153 -3.74368  0.00
C 7.93161 -2.18194 -3.04137  0.00
C 9.95233 5.73252 -4.29228  0.00
H 4.80978 0.22431 -11.37226  0.00
H 9.58621 -1.87481 -1.70916  0.00
H 9.61732 -0.00997 -9.15331  0.00
H 9.60174 7.85213 -4.80283  0.00
C 13.83003 -0.03974 -9.86877  0.00
N 10.52936 4.29371 -10.31364  0.03
O 5.55625 1.43762 -5.66235  0.00
H 11.25495 2.36672 -9.68412  0.00
N 4.82750 -1.94957 -6.43694  0.00
H 8.17667 -1.92378 -7.95357  0.00
H 12.38008 3.43793 -4.04681  0.00
O 10.54859 6.24576 -9.30566  0.02
H 9.19770 1.02603 -0.16488  0.00
H 6.18006 -1.61417 -11.95949  0.00
C 5.29080 -3.02109 -5.83249  0.00
N 8.76492 -1.44648 -2.11180  0.00
H 9.53614 3.45134 -7.93497  0.00
C 12.12223 -3.87638 -3.56011  0.00
H 2.95678 -2.67701 -7.21002  0.00
O 8.98259 5.18017 -4.76736  0.00
H 2.98767 -1.11951 -6.27633  0.00
C 10.35473 5.05794 -9.22401  0.00
C 12.90100 -4.47126 -4.77444  0.00
O 11.99248 -2.48729 -3.72543  0.00
H 5.90395 2.19215 -10.72367  0.04
S 13.36097 -1.92097 -4.39938  0.00
S 4.60339 2.40649 -6.54788  0.00
H 14.89881 0.12339 -9.73027  0.00
H 7.89844 -0.69277 -5.81077  0.00
H 11.01532 7.63092 -3.87476  0.00
O 6.46226 -3.29678 -5.88606  0.00
H 13.30290 0.90043 -9.70653  0.00
C 10.50397 2.77398 -10.36108  0.00
S 12.16716 -1.42599 -11.27093  0.00
H 7.31367 0.56926 -12.87920  0.06
N 11.09204 5.08835 -3.98325  0.00
H 6.82826 1.36840 -9.43489  0.04
C 7.62533 0.06449 -11.96477  0.10
H 7.10739 1.59061 -4.47328  0.00
H 12.87630 -0.63412 -7.99082  0.00
H 7.51342 3.44906 -5.82385  0.00
H 7.28751 -2.83842 -2.45634  0.00
H 11.13548 -4.31752 -3.41930  0.00
O 13.41058 -3.28611 -5.33078  0.00
O 11.13615 -0.52370 -11.76616  0.00
H 10.59255 4.57659 -7.05062  0.00
C 6.62679 -0.92823 -11.23976  0.02
O 12.17139 -1.77300 -9.62213  0.00
O 4.58352 1.95784 -7.95629  0.00
H 3.60681 -1.12923 -7.87284  0.00
H 8.54438 -2.92399 -3.55321  0.00
H 10.29359 -0.25860 -0.59817  0.00
H 6.52404 4.39155 -4.67085  0.00
O 7.69388 0.54276 -2.41332  0.00
O 12.49029 -2.60782 -12.05890  0.00
H 12.70543 -4.02319 -2.65102  0.00
H 4.39234 -4.88668 -5.15801  0.00
O 13.15100 -0.61947 -5.07223  0.00
O 7.70039 1.14745 -11.16612  0.57
H 10.86002 4.70313 -11.17569  0.00
C 3.50466 -1.76069 -6.99028  0.00
O 5.61815 3.73402 -6.44495  0.00
O 3.34653 2.61922 -5.83556  0.00
H 8.97757 4.94766 -7.57572  0.00
H 8.59466 -0.42607 -12.05340  0.01
C 9.23022 -0.00482 -8.13438  0.00
H 10.66540 -0.10594 -5.30985  0.00
H 3.36148 -3.39117 -4.88706  0.00
C 9.64306 0.51002 -1.01547  0.00
H 9.51411 2.40577 -10.09145  0.00
C 6.52794 3.55569 -5.37044  0.00
C 9.03993 -1.38357 -7.56492  0.00
C 6.49318 1.31078 -10.47051  0.08
C 8.90214 -1.01699 -6.08566  0.00
H 13.90287 -1.92662 -8.68821  0.00
H 12.31239 -4.96894 -5.54512  0.00
H 9.37270 7.42575 -3.11065  0.00
O 13.57907 -0.57861 -11.11637  0.00
H 5.23344 -0.07711 -9.69547  0.00
H 5.59255 2.25633 -3.80853  0.00
C 8.59455 -0.14026 -1.93886  0.00
H 10.02487 -1.77166 -7.82447  0.00
C 4.36256 -3.81911 -4.94004  0.00
C 9.90746 4.47525 -7.89233  0.00
H 11.78396 5.61392 -3.46836  0.00
C 5.64859 0.11501 -10.68483  0.01
C 11.30848 3.63006 -3.99340  0.00
H 10.99050 3.15789 -3.06387  0.00
H 10.63929 2.51211 -11.41046  0.00


Formula: C10H24ClINOP2Tm
Source: the OMol25 dataset
Level of theory: ωB97M-V/def2-TZVPD

As for the energy above the lowest of the compared OMol25 structures with the same formula, charge and spin: 58.1 kcal/mol. The LUMO energy (spin up / spin down) comes out at -0.3990 / -0.3917 Eh. As for the net charge: +2. Its multiplicity is 3. For the electronic energy, the calculation gives -83013.6740 eV. Its gap between HOMO and LUMO (spin up / spin down) is 3.57 / 3.81 eV.

Each line ends with the Löwdin spin population.
CARTESIAN COORDINATES (ANGSTROEM)
C 0.00824 1.23873 -3.23187  0.01
H -3.22729 1.47091 -1.99431  0.00
P 2.71110 -0.20926 -0.31930  0.00
H -3.12927 1.96554 0.69081  0.00
H -4.62119 -1.64127 -0.26882  0.00
C -3.51243 0.42279 -1.84201  0.00
Tm -0.00393 -0.63018 0.03281  2.03
H -0.88378 0.74493 -3.65230  0.00
C 3.51613 0.38623 -1.84405  0.00
C 3.44988 0.89793 0.93099  0.00
C 0.00865 0.97939 -1.80928  0.04
H -3.03689 0.69748 1.92381  0.00
C 0.00134 0.31198 3.24258  0.00
H 3.13686 -0.18528 -2.70054  0.00
H 3.15364 1.92700 0.69141  0.00
H 4.60911 0.28880 -1.76587  0.00
Cl -0.01439 -1.81538 -2.25498  -0.10
O 0.00857 1.59020 -0.74433  0.05
H 0.00198 -0.72088 5.05983  0.00
C -3.56273 -1.77295 0.00079  0.00
H -4.60637 0.33588 -1.76468  0.00
H 3.06700 -2.60353 -0.61015  0.00
H 4.60061 -1.69446 -0.27817  0.00
H -3.13786 -0.15375 -2.69722  0.00
N 0.00040 0.25265 2.07964  0.00
C 0.00200 0.31308 4.68195  0.00
P -2.71445 -0.17810 -0.31546  0.00
H 0.89397 0.73506 -3.65406  0.00
H 3.24126 1.43730 -1.99483  0.00
H -3.09859 -2.56857 -0.60138  0.00
H -0.89216 0.83411 5.05274  0.00
H 3.04440 0.65776 1.92222  0.00
H -3.43875 -2.05041 1.05774  0.00
I -0.01336 -3.13652 1.56156  -0.03
H -4.53521 0.87532 0.93780  0.00
C 3.54115 -1.81454 -0.00716  0.00
H 3.41545 -2.09257 1.04941  0.00
H 4.54529 0.81807 0.93681  0.00
C -3.43895 0.94089 0.93206  0.00
H 0.01382 2.31198 -3.48613  0.00
H 0.89673 0.83363 5.05197  0.00


Formula: C2H34NO15
Source: the OMol25 dataset
Level of theory: ωB97M-V/def2-TZVPD

As for the energy above the lowest of the compared OMol25 structures with the same formula, charge and spin: 14.0 kcal/mol. The LUMO energy comes out at 0.1015 Eh. As for the net charge: -1. For the electronic energy, the calculation gives -34833.4445 eV. Its gap between HOMO and LUMO is 9.71 eV.

Each line ends with the natural charge from an NBO analysis.
CARTESIAN COORDINATES (ANGSTROEM)
H 1.72096 0.75266 2.75640  0.48
O 1.81667 -0.86206 -3.77277  -0.99
O 2.49904 -2.62915 0.87589  -1.00
H 1.35798 0.18152 1.17387  0.51
H -1.05134 -0.04738 -4.44519  0.47
H -1.95868 1.37720 2.68503  0.50
H 2.93023 -2.40854 1.69711  0.47
H 0.07692 -0.65449 2.80667  0.49
O -1.34045 2.05190 2.37524  -1.03
H -2.00694 -0.72190 3.12896  0.51
H -1.75235 0.01793 -1.85953  0.38
O -2.76391 -0.14891 2.91294  -0.98
H 1.49433 1.30324 -0.59483  0.49
O -0.88723 2.33853 -2.01272  -1.03
H -0.76077 1.70277 -2.75198  0.49
O -2.86460 2.18295 0.16160  -1.03
H 2.23878 -1.76464 0.43182  0.51
C -0.82241 -0.12196 -0.01911  -0.27
O 1.24227 3.24818 1.48212  -0.97
O 1.58219 2.21060 -0.95705  -1.02
H 1.52845 2.78180 -0.22270  0.50
H -0.62499 0.96207 0.14731  0.20
H 0.53199 -0.58299 -1.71288  0.16
H -2.48852 -3.61514 -0.41442  0.47
H 0.35623 0.03257 -3.88465  0.51
H 1.13340 2.34345 1.75369  0.48
O -1.61225 -3.18691 -0.48656  -0.99
H -2.28760 2.19952 0.96626  0.49
H 0.44255 -1.90109 -0.48872  0.17
O -0.41151 -1.35241 3.27213  -1.01
H -1.06425 -0.55847 0.97213  0.19
H 2.80805 -0.02085 -1.18276  0.50
O 0.05206 -3.39698 1.59839  -1.00
H -2.30149 2.42998 -0.59326  0.50
O 0.95948 0.66490 2.18742  -1.09
N -1.98427 -0.35144 -0.91708  -0.90
H -0.28258 -2.10457 2.74415  0.49
H 0.88207 -3.26671 1.25462  0.49
O 3.30263 0.36751 -1.93769  -0.99
H 2.38956 -0.36825 -3.14723  0.51
H -1.80569 -2.25989 -0.72027  0.51
H -0.02115 2.40474 -1.61962  0.49
H 1.57515 -1.67111 -3.26936  0.47
H -0.58294 -3.30784 0.88677  0.49
H -2.85801 -0.26907 1.95331  0.47
C 0.41681 -0.76874 -0.60801  -0.08
H 0.36104 3.54682 1.56025  0.48
O 1.56513 -0.28555 0.00586  -0.91
H -0.45552 1.58474 2.29340  0.50
H 2.99412 1.26379 -1.91825  0.50
H -2.77567 0.21384 -0.61914  0.40
O -0.49298 0.46382 -3.92757  -0.98


Formula: CH3NO3S
Source: the OMol25 dataset
Level of theory: ωB97M-V/def2-TZVPD

As for the energy above the lowest of the compared OMol25 structures with the same formula, charge and spin: 16.6 kcal/mol. The LUMO energy comes out at -0.0559 Eh. As for the net charge: 0. For the electronic energy, the calculation gives -19552.5969 eV. Its gap between HOMO and LUMO is 8.52 eV.

Each line ends with the natural charge from an NBO analysis.
CARTESIAN COORDINATES (ANGSTROEM)
O -1.89992 -0.53700 -1.12337  -0.86
O 0.82273 -1.18543 -0.16552  -0.66
S -2.93517 0.19487 -0.44552  1.68
O -2.75761 0.31927 0.96118  -0.81
N 1.38594 0.99257 -0.25590  -0.75
C 1.43897 -0.15258 0.27834  0.42
H 0.04481 -0.86310 -0.64718  0.51
H 2.05933 -0.44202 1.09352  0.13
H 1.84093 1.67343 0.30444  0.34


Formula: C20H31N5O
Source: the OMol25 dataset
Level of theory: ωB97M-V/def2-TZVPD

As for the energy above the lowest of the compared OMol25 structures with the same formula, charge and spin: 5.3 kcal/mol. The LUMO energy comes out at 0.0241 Eh. As for the net charge: 0. Its SMILES is CCCCC(=O)Nc1ccc2c(c1)nc(CCN1CCN(C)CC1)n2C. For the electronic energy, the calculation gives -30742.1477 eV. Its gap between HOMO and LUMO is 8.52 eV.

Each line ends with the natural charge from an NBO analysis.
CARTESIAN COORDINATES (ANGSTROEM)
C 3.17530 -0.63447 0.46615  -0.26
H -3.96743 -2.30137 -2.99918  0.19
C -5.19572 1.30314 -3.14257  -0.24
N 3.56341 0.16276 2.75102  -0.60
H -2.50430 -0.25194 -2.28669  0.17
H 0.69177 -2.65389 -2.44273  0.21
C -1.22251 -1.29346 -0.13367  0.41
C 2.31634 -1.05570 -0.52747  -0.23
H 3.66473 2.76379 3.09782  0.20
C 3.41825 3.00185 5.22821  -0.61
H 6.12119 2.72059 4.91122  0.20
H 4.44498 4.18631 3.77482  0.21
C -2.62265 -1.55291 -0.55285  -0.45
C -5.30653 1.22884 -5.54176  -0.40
C -4.46560 -0.64353 -4.29783  -0.24
C 5.58156 2.39294 4.01947  -0.38
H -5.28271 1.07387 -0.98884  0.20
H 3.08779 0.38313 3.61487  0.40
H -3.41652 -0.29279 -4.35787  0.15
C 0.96386 -1.09761 -0.23432  0.14
O 5.62394 0.14857 1.77053  -0.62
H -5.68725 -1.87625 -3.03462  0.20
C -4.67273 -1.46863 -3.02127  -0.22
C 1.34279 -0.29493 2.02650  -0.24
H -2.69162 -2.49575 -1.09902  0.21
H -1.05744 -2.39830 -2.57911  0.21
H -5.51276 0.56927 -6.38376  0.20
H -4.65887 -1.27182 -5.17075  0.20
C -5.41654 0.46084 -1.88166  -0.22
H -6.44272 0.08230 -1.89503  0.20
H 4.23434 -0.58717 0.27932  0.26
N -4.53783 -0.68842 -1.80661  -0.45
H 0.96702 -0.00609 2.99620  0.21
C 5.46380 0.86281 4.05133  -0.49
C -0.11209 -1.92516 -2.32152  -0.41
H 0.06807 -1.09343 -3.00929  0.20
H 4.84877 0.53987 4.89157  0.20
C 4.91232 0.34596 2.73164  0.68
N -0.89290 -0.85311 1.04781  -0.48
H -4.18063 1.74459 -3.12534  0.16
H 6.46400 0.44399 4.17208  0.24
C 0.47034 -0.71748 1.03432  0.10
H 2.49939 3.57720 5.14193  0.21
H -3.14772 0.50834 -0.82425  0.21
H -5.92119 2.11938 -3.16995  0.20
C 2.69841 -0.25969 1.73056  0.14
H -4.31524 1.68841 -5.69038  0.16
H 3.98023 3.38099 6.07924  0.21
N -0.14322 -1.46503 -0.96337  -0.38
H -6.05574 2.01906 -5.52544  0.20
H 3.14809 1.96885 5.43609  0.19
C -3.16828 -0.40464 -1.42256  -0.21
H -3.23709 -1.63070 0.34259  0.25
N -5.39524 0.47011 -4.31498  -0.44
H 6.17966 2.66522 3.14747  0.22
C 4.24173 3.12742 3.95053  -0.40
H 2.69742 -1.33967 -1.49668  0.21


- net charge of number 2 (C10H24ClINOP2Tm)?
  +2